[1]
This record from the Open Molecules 2025 dataset describes a single C5H12O2 molecule at a distorted geometry. The level of theory is ωB97M-V/def2-TZVPD.

Last column: Löwdin charge in e.
Cartesian coordinates (Å):
C (2.068, 0.963, 0.933)  -0.1043
C (0.989, -0.052, 1.331)  -0.2057
C (0.236, -0.694, 0.158)  -0.4069
O (-0.683, -1.674, 0.561)  -0.1040
C (-0.771, 0.226, -0.564)  -0.1831
C (-1.027, -0.224, -1.987)  -0.0467
O (-2.144, 0.179, 0.414)  -0.1014
H (2.881, 0.498, 0.360)  0.0720
H (1.660, 1.774, 0.318)  0.0660
H (2.523, 1.424, 1.818)  0.0710
H (1.438, -0.861, 1.923)  0.1168
H (0.230, 0.419, 1.964)  0.1140
H (1.019, -1.096, -0.537)  0.1617
H (-1.522, -1.034, 0.788)  0.0668
H (-0.651, 1.285, -0.424)  0.1243
H (-0.915, -1.309, -2.103)  0.0918
H (-2.035, 0.073, -2.268)  0.0768
H (-0.332, 0.264, -2.687)  0.0927
H (-2.966, -0.161, 0.002)  0.0982

Computed properties:
- Multiplicity: 1
- SMILES string: CC[C@@H](O)[C@@H](C)O
- Net charge: 0
- LUMO energy: 0.8 eV
- Kohn-Sham gap: 0.37784 Ha

[2]
This record from the Open Molecules 2025 dataset describes 2 unconnected molecules or ions with the total composition C4H11NS at a distorted geometry. The level of theory is ωB97M-V/def2-TZVPD.

Last column: Löwdin charge in e.
Cartesian coordinates (Å):
C (1.559, 1.910, -1.138)  -0.1083
N (1.498, 2.589, -0.068)  -0.0790
C (1.269, 1.732, 1.152)  -0.1297
H (2.151, 2.344, -1.959)  0.0721
H (1.457, 0.824, -1.082)  0.0473
H (1.273, 2.371, 2.027)  0.0576
H (2.015, 0.895, 1.168)  0.0872
H (0.273, 1.313, 1.058)  0.0527
C (-1.029, -1.049, -1.353)  -0.4248
S (-0.143, -1.950, -0.059)  0.6994
C (-1.510, -2.141, 1.145)  -0.4217
H (-0.480, -0.122, -1.536)  -0.0094
H (-2.048, -0.811, -1.073)  0.0378
H (-0.842, -1.555, -2.320)  0.0374
H (-2.515, -2.404, 0.777)  0.0412
H (-1.227, -2.854, 1.908)  0.0257
H (-1.701, -1.090, 1.354)  0.0144

Computed properties:
- Multiplicity: 1
- SMILES string: C=NC.CSC
- Net charge: 0
- LUMO energy: 0.9 eV
- Kohn-Sham gap: 0.34489 Ha

[3]
This record from the Open Molecules 2025 dataset describes a single C7H10 molecule at a distorted geometry. The level of theory is ωB97M-V/def2-TZVPD.

Last column: Löwdin charge in e.
Cartesian coordinates (Å):
C (-1.794, -1.101, -0.657)  0.0000
C (-0.637, -0.682, -1.164)  -0.1782
C (0.188, 0.514, -0.747)  -0.3529
C (-0.524, 1.504, 0.172)  -0.0847
C (1.376, -0.242, -0.036)  -0.2195
C (1.043, -0.832, 1.280)  -0.0833
C (2.028, 0.000, 1.407)  0.0238
H (-2.538, -0.468, -0.183)  0.0574
H (-2.105, -2.107, -0.894)  0.0473
H (-0.180, -1.343, -1.907)  0.1058
H (0.509, 1.035, -1.664)  0.1308
H (0.161, 2.317, 0.437)  0.0809
H (-1.410, 1.950, -0.295)  0.0801
H (-0.846, 1.032, 1.108)  0.0730
H (1.929, -0.793, -0.828)  0.1159
H (0.188, -1.284, 1.763)  0.1065
H (2.613, 0.499, 2.209)  0.0972

Computed properties:
- Multiplicity: 1
- SMILES string: C=C[C@@H](C)C1C=C1
- Net charge: 0
- LUMO energy: 1.2 eV
- Kohn-Sham gap: 0.38247 Ha

Computed values of HOMO (unit: eV) for the preceding records, in sequence: -9.463; -8.496; -9.219.
Computed values of relative energy (zero: lowest compared OMol25 entry of this formula, charge and spin) (unit: eV) for the preceding records, in sequence: 2.0175; 2.1422; 3.8706.
Computed values of molecular weight (unit: g/mol) for the preceding records, in sequence: 104.15; 105.21; 94.16.